CH4ClN3 in the gas phase in a non-equilibrium geometry. Source: the OMol25 dataset; level of theory: ωB97M-V with the def2-TZVPD basis set.

Properties
HOMO level (spin up / spin down) = -9.8188 / -7.4645 eV
gap between HOMO and LUMO (spin up / spin down) = 0.3904 / 0.2263 Ha
multiplicity = 1
energy above the lowest of the compared OMol25 structures with the same formula, charge and spin = 95.1 kcal/mol
net charge = 0
LUMO level (spin up / spin down) = 0.02961 / -0.04802 hartree
strongest force on any atom = 5.349 eV/A

Each line ends with the Mulliken charge.
Element x y z (Å)
C (-0.521, -0.703, 0.091)  -0.32
N (-0.005, 0.517, -0.522)  0.33
N (-0.243, 1.733, -0.167)  -0.83
N (0.504, -1.668, 0.505)  -0.27
Cl (1.561, -1.255, 1.785)  -0.05
H (-1.165, -0.280, 0.851)  0.41
H (-1.063, -1.269, -0.707)  0.27
H (0.672, 0.358, -1.357)  0.25
H (0.261, 2.567, -0.480)  0.22

=====

A molecular structure, C8H13IN2 in a non-equilibrium geometry. Source: the OMol25 dataset; level of theory: ωB97M-V with the def2-TZVPD basis set.

Properties
HOMO level = -8.7721 eV
gap between HOMO and LUMO = 0.3368 Ha
multiplicity = 1
energy above the lowest of the compared OMol25 structures with the same formula, charge and spin = 74.8 kcal/mol
net charge = 0
LUMO level = 0.01445 hartree
strongest force on any atom = 4.120 eV/A

Each line ends with the Mulliken charge.
Element x y z (Å)
C (0.104, -1.411, -0.568)  -0.09
C (1.023, 1.223, 0.259)  -0.12
C (-1.162, -1.325, -1.360)  -0.55
C (-0.314, -0.202, 0.292)  1.38
C (-1.473, 0.084, -0.687)  -0.01
C (-0.583, -0.373, 1.745)  -1.44
C (-1.470, 1.205, -1.818)  -1.72
C (2.279, -2.368, 0.062)  -0.84
N (0.854, 1.897, 1.285)  -0.52
N (1.054, -2.208, -0.769)  -0.65
I (-3.531, 0.146, 0.225)  0.02
H (1.712, 1.099, -0.577)  0.39
H (-1.137, -1.442, -2.436)  0.37
H (-1.885, -2.019, -0.972)  0.25
H (0.232, 0.017, 2.404)  0.36
H (-0.692, -1.514, 1.897)  0.29
H (-1.290, 0.402, 2.205)  0.40
H (-2.366, 1.012, -2.438)  0.47
H (-0.688, 1.057, -2.466)  0.48
H (-1.556, 2.225, -1.500)  0.41
H (2.369, -3.412, 0.391)  0.29
H (2.238, -1.821, 1.001)  0.29
H (3.067, -2.052, -0.625)  0.30
H (1.529, 2.624, 1.674)  0.24

=====

2 unconnected molecules or ions with the total composition CH3O4Si in a non-equilibrium geometry. Source: the OMol25 dataset; level of theory: ωB97M-V with the def2-TZVPD basis set.

Properties
HOMO level = -4.5755 eV
gap between HOMO and LUMO = 0.3088 Ha
multiplicity = 1
energy above the lowest of the compared OMol25 structures with the same formula, charge and spin = 57.0 kcal/mol
net charge = -1
LUMO level = 0.14062 hartree
strongest force on any atom = 3.506 eV/A

Each line ends with the Mulliken charge.
Element x y z (Å)
C (2.266, -0.171, -0.017)  0.48
O (2.080, 0.721, 0.873)  -0.52
O (3.307, -0.516, -0.589)  -0.65
O (-0.579, -0.279, -0.849)  -0.59
O (-2.918, 0.467, -0.223)  -0.75
Si (0.461, -0.610, 0.199)  0.40
H (-2.032, -0.050, -0.531)  0.45
H (-2.948, 1.418, -0.579)  0.26
H (0.363, -0.981, 1.716)  -0.08

=====

17 unconnected molecules or ions with the total composition C34H102O17 in a non-equilibrium geometry. Source: the OMol25 dataset; level of theory: ωB97M-V with the def2-TZVPD basis set.

Properties
HOMO level = -9.4887 eV
gap between HOMO and LUMO = 0.3589 Ha
multiplicity = 1
energy above the lowest of the compared OMol25 structures with the same formula, charge and spin = 51.1 kcal/mol
net charge = 0
LUMO level = 0.01019 hartree
strongest force on any atom = 2.232 eV/A

Each line ends with the Mulliken charge.
Element x y z (Å)
C (-0.243, 0.158, 7.296)  0.01
C (-0.136, -0.252, 8.791)  -0.63
O (-0.097, -1.679, 8.867)  -0.51
H (-1.243, -0.111, 6.954)  -0.19
H (0.553, -0.280, 6.693)  -0.07
H (-0.193, 1.241, 7.188)  0.39
H (-1.039, 0.087, 9.298)  0.36
H (0.777, 0.115, 9.260)  0.33
H (-0.979, -1.975, 8.628)  0.29
C (3.286, 4.147, -0.188)  -1.47
C (1.752, 3.988, -0.505)  1.23
O (1.405, 4.609, -1.731)  -0.56
H (3.910, 3.561, -0.862)  0.32
H (3.559, 3.754, 0.791)  0.39
H (3.638, 5.172, -0.308)  0.34
H (1.152, 4.445, 0.282)  0.28
H (1.530, 2.923, -0.570)  -0.76
H (0.864, 5.388, -1.580)  0.21
C (1.342, -2.860, 5.573)  -0.43
C (2.594, -2.346, 6.301)  0.10
O (3.325, -3.415, 6.868)  -0.59
H (1.636, -3.595, 4.824)  0.40
H (0.862, -2.049, 5.025)  -0.21
H (0.550, -3.263, 6.205)  0.30
H (2.398, -1.618, 7.088)  0.33
H (3.238, -1.897, 5.545)  -0.21
H (3.048, -3.484, 7.785)  0.34
C (0.097, -0.630, 1.043)  -0.53
C (0.546, 0.087, -0.246)  -0.11
O (-0.142, -0.370, -1.390)  0.38
H (-0.976, -0.459, 1.128)  -0.13
H (0.519, -0.100, 1.897)  0.08
H (0.295, -1.702, 1.041)  0.44
H (1.591, -0.080, -0.509)  -0.13
H (0.357, 1.160, -0.210)  -0.10
H (0.291, 0.124, -2.090)  -0.22
C (-2.291, -1.678, 4.331)  -0.17
C (-3.052, -0.441, 4.726)  -0.07
O (-4.271, -0.370, 4.051)  -0.54
H (-2.125, -1.711, 3.254)  -0.09
H (-2.822, -2.588, 4.611)  0.39
H (-1.325, -1.701, 4.835)  -0.25
H (-2.467, 0.444, 4.474)  -0.02
H (-3.174, -0.462, 5.809)  0.47
H (-4.964, -0.377, 4.715)  0.31
C (-1.486, 3.803, -4.263)  -1.41
C (-1.137, 2.334, -4.194)  0.60
O (-0.176, 2.005, -5.149)  -0.63
H (-2.059, 4.020, -5.164)  0.41
H (-0.620, 4.457, -4.360)  0.23
H (-2.106, 4.090, -3.414)  0.32
H (-2.004, 1.705, -4.399)  0.36
H (-0.794, 2.077, -3.192)  -0.27
H (-0.638, 1.746, -5.950)  0.26
C (3.376, -4.000, 1.202)  -0.52
C (3.058, -5.113, 0.196)  -0.51
O (1.680, -5.238, 0.111)  -0.51
H (2.686, -3.182, 0.993)  -0.13
H (4.375, -3.618, 0.992)  0.38
H (3.214, -4.225, 2.256)  0.30
H (3.576, -6.046, 0.416)  0.38
H (3.551, -4.818, -0.731)  0.27
H (1.317, -4.559, -0.463)  0.21
C (2.405, 4.485, -6.125)  -1.24
C (2.850, 3.668, -4.929)  0.98
O (3.182, 4.485, -3.827)  -0.53
H (2.105, 3.924, -7.010)  0.33
H (3.189, 5.212, -6.337)  0.35
H (1.578, 5.155, -5.886)  0.23
H (3.743, 3.056, -5.056)  0.36
H (2.058, 2.975, -4.647)  -0.59
H (2.482, 4.382, -3.179)  0.39
C (-2.099, 6.482, 0.316)  -0.51
C (-1.077, 7.571, -0.128)  -0.33
O (-0.089, 6.961, -0.945)  -0.42
H (-1.638, 5.589, 0.738)  -0.24
H (-2.834, 6.196, -0.436)  0.31
H (-2.730, 6.925, 1.087)  0.41
H (-0.554, 8.022, 0.715)  0.30
H (-1.597, 8.322, -0.722)  0.32
H (0.391, 7.701, -1.324)  0.22
C (0.054, -2.378, -6.961)  -0.88
C (-1.378, -1.846, -7.027)  -0.02
O (-2.330, -2.657, -6.416)  -0.50
H (0.347, -2.590, -5.932)  0.00
H (0.742, -1.650, -7.391)  0.33
H (0.172, -3.310, -7.513)  0.43
H (-1.570, -1.789, -8.098)  0.32
H (-1.357, -0.877, -6.529)  0.06
H (-2.374, -3.481, -6.907)  0.27
C (-1.467, 2.927, 2.375)  -0.33
C (0.005, 2.757, 2.594)  0.64
O (0.283, 1.955, 3.719)  -0.40
H (-1.643, 3.656, 1.584)  -0.40
H (-2.068, 3.276, 3.216)  0.45
H (-1.920, 1.953, 2.190)  -0.15
H (0.494, 3.727, 2.687)  0.44
H (0.428, 2.332, 1.684)  -0.36
H (1.211, 1.725, 3.625)  0.13
C (-3.749, -2.798, -2.046)  -0.95
C (-3.469, -1.747, -3.174)  0.33
O (-4.180, -2.068, -4.330)  -0.62
H (-3.106, -2.531, -1.207)  0.17
H (-3.493, -3.807, -2.370)  0.26
H (-4.805, -2.709, -1.791)  0.49
H (-2.422, -1.665, -3.465)  -0.16
H (-3.768, -0.725, -2.939)  0.10
H (-3.549, -2.176, -5.045)  0.41
C (1.000, -4.544, -3.385)  -1.67
C (0.275, -3.385, -2.727)  0.88
O (0.663, -3.062, -1.426)  0.55
H (0.944, -5.555, -2.980)  0.36
H (1.998, -4.238, -3.697)  0.38
H (0.543, -4.687, -4.364)  0.52
H (-0.790, -3.612, -2.673)  -0.02
H (0.411, -2.502, -3.351)  -0.43
H (0.483, -2.125, -1.318)  -0.18
C (3.252, -0.717, -2.870)  -1.18
C (2.368, -0.170, -4.018)  0.25
O (1.435, 0.728, -3.379)  -0.50
H (3.543, 0.067, -2.172)  0.32
H (4.193, -1.082, -3.280)  0.49
H (2.887, -1.521, -2.231)  0.02
H (1.715, -0.936, -4.437)  -0.22
H (2.965, 0.253, -4.826)  0.47
H (0.901, 1.127, -4.070)  0.07
C (-1.472, -5.481, 0.841)  -0.48
C (-2.888, -5.012, 1.106)  -0.06
O (-3.608, -6.133, 1.598)  -0.54
H (-1.381, -6.368, 0.214)  0.33
H (-1.027, -5.816, 1.777)  0.28
H (-0.949, -4.627, 0.411)  -0.05
H (-3.324, -4.723, 0.149)  0.11
H (-2.906, -4.117, 1.728)  0.06
H (-3.863, -6.547, 0.770)  0.37
C (4.408, 0.535, 2.294)  -1.12
C (3.614, 0.261, 3.567)  0.20
O (2.994, 1.484, 3.946)  -0.50
H (5.194, 1.280, 2.419)  0.35
H (3.789, 0.912, 1.480)  0.13
H (4.915, -0.366, 1.949)  0.33
H (4.231, -0.214, 4.330)  0.45
H (2.819, -0.444, 3.326)  -0.02
H (3.514, 1.925, 4.622)  0.22
C (-3.874, 1.287, -0.445)  -0.53
C (-4.690, 0.761, 0.749)  -0.35
O (-4.544, 1.572, 1.904)  -0.59
H (-4.146, 0.853, -1.407)  0.25
H (-2.812, 1.069, -0.340)  -0.11
H (-4.101, 2.343, -0.595)  0.37
H (-4.423, -0.263, 1.013)  0.27
H (-5.729, 0.819, 0.423)  0.32
H (-4.369, 1.014, 2.665)  0.32

=====

H2NOP in the gas phase in a non-equilibrium geometry. Source: the OMol25 dataset; level of theory: ωB97M-V with the def2-TZVPD basis set.

Properties
HOMO level = -10.1583 eV
gap between HOMO and LUMO = 0.3834 Ha
structure (SMILES) = NP=O
multiplicity = 1
energy above the lowest of the compared OMol25 structures with the same formula, charge and spin = 8.8 kcal/mol
net charge = 0
LUMO level = 0.01010 hartree
strongest force on any atom = 4.701 eV/A

Each line ends with the Mulliken charge.
Element x y z (Å)
N (-0.386, 0.097, -0.030)  -0.44
O (-2.758, -0.724, -0.022)  -0.42
P (-2.017, 0.513, 0.020)  0.35
H (0.233, -0.574, 0.369)  0.23
H (0.286, 0.960, -0.206)  0.28

=====

Question: Which formula does entry 4 have?
Answer: C34H102O17

=====

Question: What is the energy above the lowest of the compared OMol25 structures with the same formula, charge and spin in the first record?
Answer: 95.1 kcal/mol

=====

Question: Which value of strongest force on any atom does entry 1 give?
Answer: 5.349 eV/A